Computed, not measured: a cluster of 2 separate species, C4H5B in total in a non-equilibrium geometry, with the ωB97M-V functional and the def2-TZVPD basis.

Each atom is followed by the atoms it is bonded to, with distances in Å.
CARTESIAN COORDINATES (ANGSTROEM)
1 B 0.1092 1.3837 -0.0972  C2 1.608, C3 1.638, H6 1.243
2 C -1.2853 0.6034 0.0789  B1 1.608, C4 1.326, H7 1.078
3 C 1.1297 0.1030 -0.0683  B1 1.638, C5 1.314
4 C -1.0112 -0.6936 0.0600  C2 1.326, C5 1.514, H9 1.086
5 C 0.4517 -1.0193 -0.1550  C3 1.314, C4 1.514, H10 1.146
6 H 0.1925 2.5667 -0.4687  B1 1.243
7 H -2.2301 1.1130 -0.0170  C2 1.078
8 H 3.4429 -0.4043 0.4544  no bonds
9 H -1.6068 -1.6006 0.0198  C4 1.086
10 H 0.8076 -2.0519 0.1930  C5 1.146

Properties
E_tot: -179.96879 Eh
multiplicity: 3
⟨S²⟩: 2.04
F_max: 3.049 eV/A
HOMO energy (alpha / beta): -8.543 / -9.009 eV

Mulliken population analysis, charges in e, atoms 1 to 2: B 0.13; C -0.60



Computed, not measured: the molecule C4H5BFNO2 in a non-equilibrium geometry, with the ωB97M-V functional and the def2-TZVPD basis.

Each atom is followed by the atoms it is bonded to, with distances in Å.
CARTESIAN COORDINATES (ANGSTROEM)
1 B 1.5594 0.6845 -0.0114  C4 1.535, O7 1.329, O8 1.357
2 C -0.5134 -0.8681 0.2502  C4 1.368, N6 1.432, H10 1.081
3 C -2.3223 0.5631 0.0860  C5 1.326, N6 1.423, H11 1.160
4 C 0.0686 0.3260 -0.0744  B1 1.535, C2 1.368, C5 1.633
5 C -1.2525 1.2697 -0.2511  C3 1.326, C4 1.633, F9 1.410
6 N -1.9392 -0.7823 0.3488  C2 1.432, C3 1.423, H12 1.018
7 O 2.4832 0.0447 -0.7207  B1 1.329, H13 0.952
8 O 1.8645 1.6735 0.8655  B1 1.357, H14 0.956
9 F -1.1437 2.6523 -0.5059  C5 1.410
10 H 0.0334 -1.7418 0.5744  C2 1.081
11 H -3.4554 0.7843 -0.0291  C3 1.160
12 H -2.5287 -1.6081 0.4281  N6 1.018
13 H 3.3706 0.2782 -0.4691  O7 0.952
14 H 2.7980 1.7686 1.0500  O8 0.956

Properties
E_tot: -485.43735 Eh
SMILES: OB(O)c1c[nH]cc1F
F_max: 4.875 eV/A
HOMO energy: -8.786 eV

Mulliken population analysis, charges in e, atoms 1 to 2: B 0.50; C -0.75



- Among the records above, which one has the highest E_tot?
  C4H5B



- Which of these has the highest E_tot?
  C4H5B



- The highest F_max belongs to which entry?
  C4H5BFNO2